No. 1
C15H21NO4S | the ωB97M-V functional and the def2-TZVPD basis

2S+1: 1
HOMO level (eV): -9.35
Molecular weight (Da): 311.4
Energy relative to the best compared isomer or geometry (same formula, charge and spin) (kcal per mole): 9.2
Frontier orbital gap (eV): 10.06
SMILES: Cc1ccc(S(=O)(=O)NC[C@H]2CC[C@@H](C(=O)O)CC2)cc1

XYZ file:
```
42
C15H21NO4S | the Open Molecules 2025 dataset | the ωB97M-V functional and the def2-TZVPD basis
S 0.841 -1.925 0.289
O 1.743 -2.541 1.219
O -1.865 4.663 1.916
O -1.266 4.428 4.044
O -0.572 -2.123 0.461
N 1.233 -0.295 0.276
C 2.418 -3.376 -5.366
C -1.801 3.975 2.899
C -1.177 1.620 3.486
C -0.154 1.438 2.368
C -1.930 1.824 0.658
C 1.292 -2.376 -1.375
C 0.317 -2.505 -2.344
C 2.991 -2.874 -2.972
C 0.183 0.654 -0.020
C -0.826 0.872 1.116
C -2.961 2.047 1.761
C -2.310 2.557 3.047
C 2.028 -3.008 -3.967
C 0.688 -2.821 -3.639
C 2.627 -2.556 -1.676
H 0.628 0.760 2.717
H 3.463 -3.142 -5.554
H -0.716 -2.370 -2.065
H -3.469 1.105 1.979
H 3.355 -2.457 -0.888
H -3.056 2.594 3.849
H 4.033 -3.022 -3.216
H 1.800 -2.852 -6.091
H 0.308 2.399 2.129
H 0.654 1.604 -0.294
H -1.493 2.784 0.379
H -0.695 2.022 4.378
H -0.067 -2.927 -4.404
H 2.277 -4.446 -5.519
H -1.263 -0.101 1.357
H -0.960 5.341 3.932
H 1.782 -0.061 1.088
H -3.706 2.768 1.421
H -0.337 0.262 -0.897
H -1.607 0.649 3.738
H -2.429 1.413 -0.222
```

Mulliken atomic charge list, values in e, 8 entries: atom 1 (S): 1.484, atom 2 (O): -0.777, atom 3 (O): -0.577, atom 4 (O): -0.451, atom 5 (O): -0.671, atom 6 (N): -0.194, atom 7 (C): -1.398, atom 8 (C): 0.241



No. 2
C4H10N2 | the ωB97M-V functional and the def2-TZVPD basis

2S+1: 1
HOMO level (spin up / spin down) (eV): -7.15 / -7.49
Molecular weight (Da): 86.1
Energy relative to the best compared isomer or geometry (same formula, charge and spin) (kcal per mole): 124.1
Frontier orbital gap (spin up / spin down) (eV): 7.15 / 7.41

XYZ file:
```
16
C4H10N2 | the Open Molecules 2025 dataset | the ωB97M-V functional and the def2-TZVPD basis
N 0.539 -0.772 -1.457
N -1.158 1.574 -0.105
C 0.631 -0.470 -0.066
C 1.806 0.460 0.180
C -1.125 0.355 0.380
C -2.121 -0.589 0.616
H 1.630 1.439 -0.267
H 2.703 0.057 -0.291
H -0.257 0.062 1.310
H 0.745 -1.401 0.489
H 0.290 0.062 -1.978
H -3.150 -0.390 0.881
H -0.406 2.170 0.228
H -1.992 -1.654 0.487
H 2.001 0.596 1.243
H -0.137 -1.499 -1.651
```

Mulliken atomic charge list, values in e, 8 entries: atom 1 (N): -0.616, atom 2 (N): -0.792, atom 3 (C): -0.208, atom 4 (C): -1.397, atom 5 (C): 0.706, atom 6 (C): -0.875, atom 7 (H): 0.351, atom 8 (H): 0.378



No. 3
C3H8NS | the ωB97M-V functional and the def2-TZVPD basis

2S+1: 1
HOMO level (eV): -2.24
Net charge: -1
Molecular weight (Da): 90.2
Energy relative to the best compared isomer or geometry (same formula, charge and spin) (kcal per mole): 38.0
Frontier orbital gap (eV): 6.15
SMILES: NCCC[S-]

XYZ file:
```
13
C3H8NS | the Open Molecules 2025 dataset | the ωB97M-V functional and the def2-TZVPD basis
S -0.956 -1.826 0.481
N 1.366 1.889 -1.602
C -0.204 0.919 0.192
C 0.956 0.730 -0.665
C -0.527 -0.146 1.249
H 1.755 1.486 -2.490
H 2.261 2.365 -1.402
H 0.334 -0.209 1.774
H -1.186 0.978 -0.348
H -0.075 1.935 0.466
H 0.794 -0.194 -1.185
H 1.881 0.655 -0.009
H -1.373 -0.046 2.058
```

Mulliken atomic charge list, values in e, 8 entries: atom 1 (S): -0.721, atom 2 (N): -0.687, atom 3 (C): -0.700, atom 4 (C): -0.183, atom 5 (C): -0.734, atom 6 (H): 0.225, atom 7 (H): 0.231, atom 8 (H): 0.297